C40H115N9O13 | ωB97M-V with the def2-TZVPD basis set

Bonds (Å) are listed after each position.
CARTESIAN COORDINATES (ANGSTROEM)
1 O 4.1874 1.6839 4.3780  C61 1.422, H130 0.962
2 O 3.0844 -1.5159 -3.0627  C33 1.421, C50 1.403
3 O -0.3979 -2.1442 5.3084  C32 1.416, C59 1.416
4 O -2.8554 -3.9678 2.7470  C36 1.405, C58 1.419
5 O -0.8431 1.1914 -8.1867  C38 1.413, C60 1.405
6 O -0.0196 -0.7006 0.3159  C24 1.415, C54 1.417
7 O -3.7772 0.2194 -0.0083  C37 1.415, C53 1.406
8 O 1.2212 -5.5254 -1.8472  C28 1.405, C56 1.418
9 O 2.1343 5.7267 1.8548  C26 1.416, C47 1.411
10 O 1.6831 2.7579 -3.4009  H124 0.987, H165 0.963
11 O -3.7647 4.8327 -0.5783  C30 1.422, C46 1.404
12 O 2.8306 -2.9835 1.4255  C34 1.424, H115 0.988
13 O 1.1583 -5.1453 2.4258  H117 0.974, H159 0.963
14 N -3.2709 -2.5454 -2.3681  C44 1.465, H132 1.013, H145 1.023
15 N -0.0551 2.0964 -5.5888  C27 1.473, H88 1.024, H173 1.026
16 N -0.5035 4.2809 1.2571  C49 1.479, H98 1.014, H151 1.019
17 N -0.0358 -2.0343 -2.1188  C31 1.472, H68 1.015, H69 1.013
18 N -2.8196 -4.6129 -0.1379  C23 1.471, H104 1.029, H158 1.024
19 N -2.9950 0.4906 5.7962  C43 1.484, H93 1.020, H166 1.026
20 N 0.2156 1.8409 -0.9037  C42 1.483, H87 1.020, H155 1.023
21 N 3.8225 8.0079 -0.5059  C29 1.496, H141 1.017, H147 1.016
22 N 4.4364 -2.4163 -0.7754  C48 1.483, H82 1.017, H109 1.021
23 C -3.8278 -5.1256 0.8025  N18 1.471, C52 1.523, C58 1.533, H113 1.096
24 C 0.9818 0.1956 0.7598  O6 1.415, C42 1.519, H95 1.098, H127 1.095
25 C -0.8734 5.6377 -0.7065  C49 1.547, H67 1.099, H118 1.090, H150 1.088
26 C 3.1783 6.5656 1.3947  O9 1.416, C29 1.521, H79 1.097, H156 1.099
27 C -0.8118 0.8644 -5.8726  N15 1.473, C35 1.540, C38 1.521, H99 1.092
28 C 2.4422 -6.1397 -2.1745  O8 1.405, H74 1.096, H92 1.089, H163 1.096
29 C 2.8530 6.9706 -0.0349  N21 1.496, C26 1.521, C57 1.511, H142 1.094
30 C -4.1964 6.0992 -0.0963  O11 1.422, H78 1.088, H85 1.091, H152 1.094
31 C 0.0263 -3.4965 -2.2777  N17 1.472, C55 1.496, C56 1.518, H63 1.095
32 C 0.3819 -2.1193 6.4907  O3 1.416, H112 1.091, H120 1.090, H125 1.097
33 C 2.7301 -1.2797 -4.4182  O2 1.421, H100 1.086, H108 1.094, H128 1.095
34 C 3.4483 -2.3957 2.5657  O12 1.424, C51 1.511, H138 1.095, H172 1.099
35 C -1.6176 0.5270 -4.6044  C27 1.540, H76 1.087, H160 1.088, H162 1.097
36 C -3.8709 -3.0664 3.1094  O4 1.405, H84 1.091, H119 1.092, H143 1.101
37 C -3.2294 0.5088 1.2642  O7 1.415, H73 1.087, H83 1.094, H116 1.097
38 C -1.7142 1.0451 -7.0836  O5 1.413, C27 1.521, H91 1.101, H105 1.095
39 C -5.3180 -1.8000 -1.3640  C44 1.521, H136 1.095, H149 1.093, H171 1.091
40 C 1.9693 0.8396 4.3639  C61 1.525, H77 1.093, H89 1.087, H137 1.090
41 C -3.2520 -1.9121 6.2320  C43 1.525, H80 1.094, H106 1.094, H111 1.088
42 C 1.3857 1.0754 -0.4103  N20 1.483, C24 1.519, C45 1.531, H107 1.098
43 C -2.2650 -0.7531 6.1478  N19 1.484, C41 1.525, C59 1.524, H64 1.097
44 C -3.9430 -1.3562 -1.8389  N14 1.465, C39 1.521, C53 1.536, H175 1.092
45 C 2.5102 2.0634 -0.0904  C42 1.531, H114 1.090, H168 1.093, H169 1.094
46 C -2.8122 4.2233 0.2536  O11 1.404, C49 1.529, H70 1.095, H97 1.099
47 C 2.2107 5.4364 3.2332  O9 1.411, H129 1.097, H146 1.091, H153 1.092
48 C 4.3628 -0.9807 -1.1407  N22 1.483, C50 1.525, C62 1.521, H86 1.093
49 C -1.5550 5.0414 0.5479  N16 1.479, C25 1.547, C46 1.529, H121 1.095
50 C 4.2163 -0.7985 -2.6481  O2 1.403, C48 1.525, H131 1.101, H144 1.096
51 C 2.4938 -2.3639 3.7369  C34 1.511, H66 1.089, H161 1.092, H176 1.091
52 C -4.4335 -6.4073 0.2449  C23 1.523, H134 1.092, H140 1.094, H170 1.093
53 C -3.0766 -0.7776 -0.7097  O7 1.406, C44 1.536, H71 1.095, H72 1.098
54 C -0.2815 -1.6914 1.2944  O6 1.417, H65 1.089, H167 1.100, H177 1.091
55 C -0.2861 -3.8648 -3.6932  C31 1.496, H81 1.092, H94 1.095, H123 1.093
56 C 1.3357 -4.1119 -1.8186  O8 1.418, C31 1.518, H90 1.096, H135 1.095
57 C 2.9695 5.8093 -0.9946  C29 1.511, H96 1.096, H133 1.089, H164 1.092
58 C -3.3444 -5.2060 2.2555  O4 1.419, C23 1.533, H110 1.094, H139 1.095
59 C -1.1180 -0.9335 5.1610  O3 1.416, C43 1.524, H148 1.096, H174 1.095
60 C -1.5271 1.4365 -9.3888  O5 1.405, H75 1.099, H126 1.096, H157 1.087
61 C 3.0687 1.4817 3.5243  O1 1.422, C40 1.525, H101 1.094, H102 1.103
62 C 5.5834 -0.2768 -0.5683  C48 1.521, H103 1.085, H122 1.093, H154 1.095
63 H -0.8268 -3.8607 -1.6964  C31 1.095
64 H -1.8811 -0.6841 7.1734  C43 1.097
65 H -0.8651 -2.4963 0.8508  C54 1.089
66 H 2.2416 -3.3733 4.0586  C51 1.089
67 H -1.5914 6.1152 -1.3876  C25 1.099
68 H -0.1631 -1.8011 -1.1394  N17 1.015
69 H 0.7769 -1.5589 -2.4927  N17 1.013
70 H -2.5009 3.2842 -0.2152  C46 1.095
71 H -2.1492 -0.4038 -1.1557  C53 1.095
72 H -2.8310 -1.6122 -0.0394  C53 1.098
73 H -3.8629 1.2458 1.7502  C37 1.087
74 H 3.1835 -5.9153 -1.3984  C28 1.096
75 H -2.2093 2.2919 -9.2837  C60 1.099
76 H -1.9598 -0.5037 -4.6453  C35 1.087
77 H 1.0567 0.8600 3.7621  C40 1.093
78 H -4.9757 6.4015 -0.7931  C30 1.088
79 H 3.3013 7.4365 2.0497  C26 1.097
80 H -4.2665 -1.5538 6.4281  C41 1.094
81 H -1.2222 -3.4318 -4.0509  C55 1.092
82 H 5.2985 -2.8105 -1.1427  N22 1.017
83 H -2.1859 0.8255 1.1729  C37 1.094
84 H -3.3639 -2.1513 3.4177  C36 1.091
85 H -3.3835 6.8268 -0.1078  C30 1.091
86 H 3.4659 -0.6200 -0.6301  C48 1.093
87 H -0.4694 1.1247 -1.1432  N20 1.020
88 H -0.7813 2.7787 -5.3516  N15 1.024
89 H 2.2148 -0.1874 4.6206  C40 1.087
90 H 2.0470 -3.7229 -2.5568  C56 1.096
91 H -2.3136 1.9519 -6.9074  C38 1.101
92 H 2.3567 -7.2239 -2.2383  C28 1.089
93 H -3.5038 0.7682 6.6355  N19 1.020
94 H 0.5044 -3.5830 -4.3968  C55 1.095
95 H 1.8626 -0.3733 1.0864  C24 1.098
96 H 3.9524 5.3483 -0.8431  C57 1.096
97 H -3.2772 3.8802 1.1881  C46 1.099
98 H 0.3809 4.7702 1.1741  N16 1.014
99 H -0.1476 0.0123 -6.0299  C27 1.092
100 H 1.7121 -1.5889 -4.6374  C33 1.086
101 H 2.8505 2.4029 2.9768  C61 1.094
102 H 3.3655 0.7548 2.7499  C61 1.103
103 H 5.7137 -0.4976 0.4864  C62 1.085
104 H -2.3832 -3.9079 0.4710  N18 1.029
105 H -2.4678 0.2662 -7.2422  C38 1.095
106 H -3.0943 -2.4636 7.1638  C41 1.094
107 H 1.6979 0.4937 -1.2877  C42 1.098
108 H 2.8233 -0.2095 -4.6262  C33 1.094
109 H 3.6857 -2.8446 -1.3198  N22 1.021
110 H -2.4821 -5.8800 2.2485  C58 1.094
111 H -3.2668 -2.5855 5.3774  C41 1.088
112 H -0.1608 -2.0460 7.4343  C32 1.091
113 H -4.6571 -4.4125 0.7265  C23 1.096
114 H 2.8625 2.6066 -0.9678  C45 1.090
115 H 3.3951 -2.7785 0.6405  O12 0.988
116 H -3.2562 -0.4033 1.8733  C37 1.097
117 H 1.5707 -4.3121 2.1339  O13 0.974
118 H -0.3720 4.8560 -1.2767  C25 1.090
119 H -4.6484 -2.8824 2.3646  C36 1.092
120 H 0.9872 -3.0253 6.4768  C32 1.090
121 H -1.7613 5.9038 1.1905  C49 1.095
122 H 5.5098 0.7859 -0.8124  C62 1.093
123 H -0.4798 -4.9342 -3.8104  C55 1.093
124 H 1.2221 2.5886 -4.2573  O10 0.987
125 H 1.0910 -1.2825 6.4677  C32 1.097
126 H -2.1764 0.5959 -9.6571  C60 1.096
127 H 0.6483 0.7938 1.6142  C24 1.095
128 H 3.4360 -1.7977 -5.0749  C33 1.095
129 H 2.8195 4.5281 3.3228  C47 1.097
130 H 4.7854 2.3027 3.9483  O1 0.962
131 H 4.0907 0.2927 -2.7165  C50 1.101
132 H -2.3201 -2.3988 -2.6844  N14 1.013
133 H 2.2082 5.0548 -0.8025  C57 1.089
134 H -4.6345 -6.3220 -0.8253  C52 1.092
135 H 1.5965 -3.7867 -0.8065  C56 1.095
136 H -5.2687 -2.2840 -0.3833  C39 1.095
137 H 1.7520 1.4505 5.2402  C40 1.090
138 H 4.3664 -2.9048 2.8760  C34 1.095
139 H -4.0618 -5.5803 2.9928  C58 1.095
140 H -3.8370 -7.3220 0.3151  C52 1.094
141 H 3.4047 8.2447 -1.4028  N21 1.017
142 H 1.8671 7.4447 -0.0064  C29 1.094
143 H -4.3907 -3.3850 4.0256  C36 1.101
144 H 5.0860 -1.1272 -3.2278  C50 1.096
145 H -3.2313 -3.3267 -1.7084  N14 1.023
146 H 1.2173 5.1667 3.5946  C47 1.091
147 H 3.7535 8.8489 0.0597  N21 1.016
148 H -0.4241 -0.0855 5.1641  C59 1.096
149 H -5.7265 -2.5335 -2.0632  C39 1.093
150 H -0.1970 6.4372 -0.4113  C25 1.088
151 H -0.3777 3.4088 0.7450  N16 1.019
152 H -4.6102 6.0111 0.9122  C30 1.094
153 H 2.6041 6.2292 3.8734  C47 1.092
154 H 6.4630 -0.5982 -1.1364  C62 1.095
155 H 0.4995 2.2173 -1.8121  N20 1.023
156 H 4.1372 6.0298 1.4338  C26 1.099
157 H -0.8668 1.6877 -10.2149  C60 1.087
158 H -2.0395 -5.2736 -0.2017  N18 1.024
159 H 0.6170 -4.8999 3.1835  O13 0.963
160 H -1.1001 0.6948 -3.6620  C35 1.088
161 H 2.9492 -1.8597 4.5916  C51 1.092
162 H -2.4770 1.2067 -4.5503  C35 1.097
163 H 2.8479 -5.8220 -3.1423  C28 1.096
164 H 3.0281 6.0468 -2.0588  C57 1.092
165 H 2.4038 3.3528 -3.6331  O10 0.963
166 H -2.2673 1.2133 5.8338  N19 1.026
167 H 0.6666 -2.2137 1.4913  C54 1.100
168 H 3.4170 1.6321 0.3400  C45 1.093
169 H 2.0724 2.7981 0.5916  C45 1.094
170 H -5.4120 -6.6418 0.6723  C52 1.093
171 H -6.1147 -1.0585 -1.2844  C39 1.091
172 H 3.6522 -1.3554 2.2776  C34 1.099
173 H 0.1822 2.4425 -6.5250  N15 1.026
174 H -1.5683 -0.8814 4.1638  C59 1.095
175 H -4.0302 -0.7147 -2.7186  C44 1.092
176 H 1.6069 -1.7958 3.4511  C51 1.091
177 H -0.6460 -1.3224 2.2547  C54 1.091

Calculated values
* max |F|: 1.91 eV Å⁻¹
* ΔE to the lowest compared entry with this formula, charge and spin: 46.7 kJ/mol
* spin multiplicity: 1
* HOMO energy: -7.9 eV
* net charge: 0
* orbital gap: 8.288 eV